Here is a cluster of 3 separate species, C9H20NO9P2 in total at a distorted geometry from OMol25. Energies are from wB97M-V/def2-TZVPD.

The calculation puts the highest occupied orbital energy at -13.0109 eV. For the total energy, the calculation gives -48147.1509 eV. Its net charge is +1. The largest force on an atom is 0.0398 hartree/bohr.

XYZ file:
```
41
C9H20NO9P2 (wB97M-V/def2-TZVPD)
C 2.03360 0.85696 -1.55444
C 1.26954 1.72069 -0.52751
C 1.09426 3.18066 -0.95239
N -0.33814 3.53353 -1.22605
P -1.09842 2.51917 -2.30841
P -2.95715 1.81240 -1.33758
O -2.89117 0.37672 -1.30198
O -2.94376 2.41429 0.11964
O -4.17737 2.44542 -2.05556
H 1.36608 0.15872 -2.04835
H 2.79742 0.27711 -1.06383
H 2.52101 1.47015 -2.29980
H 0.33376 1.23781 -0.24888
H 1.88190 1.73386 0.36068
H 1.71621 3.43547 -1.80316
H 1.40505 3.81376 -0.13584
H -0.44188 4.48152 -1.58121
H -0.36956 1.35931 -2.58702
H -1.38120 3.20229 -3.50168
H -2.05044 2.25896 0.48226
H -4.99168 2.10754 -1.62972
C -1.00500 -2.26831 -0.37390
C -1.23689 -3.34293 -1.41266
O 0.07396 -3.51985 -1.96604
C 0.98175 -3.11439 -1.04799
O 2.15226 -3.27519 -1.13007
O 0.36678 -2.47845 -0.01152
H -1.65410 -2.36606 0.49266
H -1.10694 -1.26050 -0.77742
H -1.56553 -4.28581 -0.97411
H -1.94365 -3.04570 -2.18227
C 0.88713 -2.22618 3.02730
C 2.12547 -1.89598 3.83059
O 1.87351 -0.53902 4.22297
C 0.53453 -0.33136 4.20101
O -0.00508 0.63975 4.61865
O -0.10547 -1.37671 3.62173
H 0.59832 -3.27136 3.10539
H 0.98380 -1.96120 1.98186
H 2.22598 -2.51250 4.72478
H 3.04110 -1.96460 3.24983
```